1.
ORCA calculation (the ωB97M-V functional and the def2-TZVPD basis) on a 3-piece molecular cluster, C21H29N2O12P overall.

The geometry in XYZ format:
```
65
C21H29N2O12P (the ωB97M-V functional and the def2-TZVPD basis)
C -3.8588 3.6450 1.7429
C -4.0118 4.4118 0.4235
C -5.3887 5.1053 0.3846
C -3.8693 3.5242 -0.8140
C -2.6515 2.6392 -0.8276
O -1.6289 2.8573 -0.2378
O -2.7949 1.5676 -1.6662
C -2.4987 0.2415 -1.1640
O -3.0218 -0.6205 -2.1345
C -3.1136 0.0673 0.2258
C -3.5929 -1.3536 0.5719
C -3.1946 -1.7781 1.9879
N -3.6853 -0.9375 3.0677
P -0.6097 -0.0769 -1.3025
N -0.5294 -1.7823 -1.1191
O -0.1179 0.3554 0.1927
H -3.5224 4.3207 2.5287
H -4.8258 3.2300 2.0424
H -3.1494 2.8226 1.6753
H -3.2647 5.2045 0.3634
H -5.3608 6.0338 -0.1854
H -5.7371 5.3174 1.3950
H -6.1312 4.4549 -0.0850
H -3.7667 4.1505 -1.7083
H -4.7609 2.9156 -0.9746
H -3.9597 -0.4161 -2.2476
H -3.9512 0.7610 0.3467
H -2.3594 0.3828 0.9526
H -4.6844 -1.3938 0.5122
H -3.2279 -2.0904 -0.1438
H -3.5806 -2.7862 2.1578
H -2.1037 -1.8579 2.0618
H -4.6527 -1.1268 3.2842
H -3.5603 0.0497 2.8924
H -1.1932 -2.1827 -0.4688
H -0.6374 -2.2285 -2.0220
H 0.0274 -0.4042 0.7762
C 2.3558 -3.2680 2.4633
C 3.4542 -3.9879 2.7361
C 4.8510 -3.4067 2.6401
O 5.7680 -4.1555 2.9204
C 5.0077 -2.0282 2.2222
C 3.9081 -1.3137 1.9568
C 2.5177 -1.8896 2.0685
O 1.6105 -1.1245 1.7883
O 3.9209 -0.0499 1.5517
O 3.4324 -5.2560 3.1078
H 1.3566 -3.6749 2.5257
H 6.0053 -1.6247 2.1266
H 2.9775 0.2080 1.4613
H 4.3670 -5.5154 3.2386
C 3.6072 0.3298 -3.5033
C 4.0910 0.2817 -2.2526
C 5.3526 -0.4828 -1.9075
O 5.7216 -0.4718 -0.7489
C 6.0442 -1.1910 -2.9685
C 5.5574 -1.1404 -4.2150
C 4.3061 -0.3659 -4.5601
O 3.9633 -0.3816 -5.7294
O 6.1095 -1.7498 -5.2540
O 3.5015 0.9012 -1.2440
H 2.7055 0.8708 -3.7541
H 6.9381 -1.7422 -2.7131
H 5.5435 -1.5311 -6.0217
H 3.9956 0.7373 -0.4195
```

Calculated values
Kohn-Sham gap = 7.0 eV
SMILES = CC(C)CC(=O)O[C@](O)(CCCN)P(N)O.O=C1C=C(O)C(=O)C=C1O.O=C1C=C(O)C(=O)C=C1O

=====

2.
ORCA calculation (the ωB97M-V functional and the def2-TZVPD basis) on a 2-piece molecular cluster, C2H3BrN2S overall at a distorted geometry.

The geometry in XYZ format:
```
9
C2H3BrN2S (the ωB97M-V functional and the def2-TZVPD basis)
C -1.5608 -0.6571 0.8748
C 1.2572 0.8362 -0.7359
N -0.6350 -1.0208 0.1060
N 0.2147 -1.3799 -0.5167
S 0.0793 1.8220 -0.2210
Br 2.8978 0.3265 0.1938
H -2.1952 -0.0431 0.2856
H -1.5213 -0.4637 1.8676
H 1.4633 0.5801 -1.8542
```

Calculated values
Kohn-Sham gap (spin up / spin down) = 8.7 / 8.7 eV

=====

Which electronic energy belongs to each record? In order, -2171.3815, -3159.5973 Eh.
Which energy above the lowest of the compared OMol25 structures with the same formula, charge and spin belongs to each record? In order, 0.000, 2.968 eV.